Record 1
ORCA calculation (the ωB97M-V functional and the def2-TZVPD basis) on a 2-piece molecular cluster, C35H30NO2S overall in a non-equilibrium geometry.

Last column: Mulliken charge in e.
CARTESIAN COORDINATES (ANGSTROEM)
1 C 1.53 -2.13 3.71  -1.19
2 N 1.60 -0.71 3.36  0.31
3 C 2.76 0.04 3.57  0.14
4 C 2.57 1.39 3.26  1.07
5 C 3.59 2.31 3.50  -0.67
6 C 4.77 1.87 4.11  -0.56
7 C 4.94 0.52 4.46  -0.61
8 C 3.94 -0.42 4.18  -0.98
9 S 0.94 1.70 2.70  -0.02
10 C 0.51 0.00 2.93  1.20
11 C -0.75 -0.54 2.67  -2.15
12 C -1.95 -0.07 3.34  1.45
13 C -1.97 1.02 4.24  -0.68
14 C -3.18 1.53 4.71  -0.69
15 C -4.40 0.95 4.32  -0.59
16 C -4.39 -0.19 3.52  -0.32
17 C -3.18 -0.72 3.07  -0.65
18 H 0.48 -2.43 3.80  0.36
19 H 2.02 -2.75 2.95  0.32
20 H 2.03 -2.30 4.66  0.40
21 H 3.43 3.34 3.21  0.42
22 H 5.57 2.58 4.33  0.39
23 H 5.85 0.19 4.96  0.39
24 H 4.04 -1.47 4.44  0.41
25 H -0.80 -1.51 2.17  0.49
26 H -1.03 1.48 4.55  0.41
27 H -3.19 2.40 5.38  0.39
28 H -5.35 1.38 4.65  0.39
29 H -5.33 -0.67 3.23  0.46
30 H -3.16 -1.62 2.44  0.39
31 C -6.58 -1.20 -3.58  -0.84
32 O -6.32 -0.86 -2.21  -0.41
33 C -5.04 -0.55 -1.86  0.95
34 C -4.82 -0.22 -0.50  -0.82
35 C -3.54 0.01 -0.06  -0.51
36 C -2.40 -0.18 -0.88  -0.24
37 C -1.10 -0.14 -0.28  -0.35
38 C 0.09 -0.49 -0.99  0.80
39 C 1.33 0.11 -0.62  -0.40
40 C 2.47 -0.05 -1.38  -0.71
41 C 2.42 -0.86 -2.52  0.03
42 O 3.55 -0.96 -3.33  -0.48
43 C 3.75 -0.03 -4.36  0.50
44 C 4.83 0.85 -4.24  -0.30
45 C 5.03 1.81 -5.23  -0.40
46 C 4.19 1.85 -6.35  -0.52
47 C 3.13 0.95 -6.46  -0.48
48 C 2.89 0.00 -5.46  -0.37
49 C 1.26 -1.58 -2.85  -0.27
50 C 0.13 -1.42 -2.07  -0.71
51 C -2.66 -0.37 -2.28  -0.80
52 C -3.95 -0.57 -2.76  -0.68
53 H -7.65 -1.42 -3.60  0.25
54 H -6.36 -0.35 -4.25  0.35
55 H -6.00 -2.08 -3.90  0.36
56 H -5.68 -0.16 0.17  0.48
57 H -3.38 0.33 0.97  0.59
58 H -1.00 0.42 0.64  0.61
59 H 1.36 0.74 0.27  0.20
60 H 3.40 0.45 -1.12  0.47
61 H 5.48 0.77 -3.37  0.43
62 H 5.85 2.52 -5.13  0.36
63 H 4.37 2.58 -7.14  0.38
64 H 2.47 0.97 -7.33  0.35
65 H 2.06 -0.71 -5.52  0.33
66 H 1.27 -2.24 -3.72  0.57
67 H -0.76 -2.00 -2.31  0.87
68 H -1.85 -0.35 -3.00  0.72
69 H -4.12 -0.76 -3.82  0.40

Calculated values
Total charge: +1
Molar mass, u: 528.7
HOMO, eV: -9.056
Total energy, Eh: -1954.839088
LUMO level, eV: -4.91

***

Record 2
ORCA calculation (the ωB97M-V functional and the def2-TZVPD basis) on an isolated ion of composition CHN4O2 and charge -1 in a non-equilibrium geometry.

Last column: Mulliken charge in e.
CARTESIAN COORDINATES (ANGSTROEM)
1 C -1.78 0.28 -0.20  0.62
2 N 1.50 -0.75 0.51  -0.11
3 N 0.19 -0.54 0.74  -0.13
4 N 2.00 0.20 -0.19  -0.31
5 N -0.30 0.03 -0.23  0.01
6 O -2.43 -0.46 -0.95  -0.68
7 O -2.20 1.25 0.41  -0.66
8 H 3.02 0.00 -0.09  0.26

Calculated values
Total charge: -1
SMILES: [H]/N=N/N=N/C(=O)[O-]
Molar mass, u: 101.0
HOMO, eV: -4.568
Total energy, Eh: -408.168302
LUMO level, eV: 3.31

***

Record 3
ORCA calculation (the ωB97M-V functional and the def2-TZVPD basis) on C3H6N2S in the gas phase in a non-equilibrium geometry.

Last column: Mulliken charge in e.
CARTESIAN COORDINATES (ANGSTROEM)
1 C -1.91 -0.62 0.02  -0.97
2 C -0.64 0.20 -0.01  0.65
3 C 2.30 0.86 0.01  -0.20
4 H -2.40 -0.50 0.98  0.25
5 H -2.58 -0.26 -0.76  0.30
6 H -1.73 -1.71 -0.18  0.27
7 H 0.32 -1.56 -0.04  0.30
8 H 3.37 0.89 0.02  0.27
9 H 1.69 1.75 -0.02  0.16
10 N 0.48 -0.57 -0.02  0.29
11 N 1.83 -0.33 0.00  -0.93
12 S -0.72 1.86 0.00  -0.41

Calculated values
SMILES: C=NNC(C)=S
Molar mass, u: 102.2
HOMO, eV: -8.436
Total energy, Eh: -625.556747
LUMO level, eV: 0.34

***

Record 4
ORCA calculation (the ωB97M-V functional and the def2-TZVPD basis) on a 2-piece molecular cluster, C5H14 overall in a non-equilibrium geometry.

Last column: Mulliken charge in e.
CARTESIAN COORDINATES (ANGSTROEM)
1 C 0.44 -2.51 -0.12  -0.80
2 C 0.61 -2.35 1.37  -0.69
3 H 1.22 -2.00 -0.69  0.24
4 H 0.36 -3.50 -0.55  0.34
5 H -0.42 -1.96 -0.49  0.18
6 H 0.63 -1.29 1.60  0.18
7 H 1.60 -2.70 1.69  0.26
8 H -0.13 -2.84 1.99  0.28
9 C -0.25 2.10 -0.02  -0.20
10 C 0.76 1.54 -1.03  -0.83
11 C -1.62 1.47 -0.23  -1.03
12 H 0.12 1.92 0.98  0.26
13 H -0.32 3.19 -0.14  0.29
14 H 0.35 1.59 -2.04  0.31
15 H 0.88 0.47 -0.84  0.00
16 H -2.17 1.99 -1.01  0.35
17 H -1.57 0.42 -0.50  0.18
18 H 1.73 2.03 -1.02  0.35
19 H -2.25 1.52 0.66  0.32

Calculated values
SMILES: CCC.CC
Molar mass, u: 74.2
HOMO, eV: -11.466
Total energy, Eh: -198.883052
LUMO level, eV: 1.15

***

Record 5
ORCA calculation (the ωB97M-V functional and the def2-TZVPD basis) on C4H9NO3 in the gas phase in a non-equilibrium geometry.

Last column: Mulliken charge in e.
CARTESIAN COORDINATES (ANGSTROEM)
1 C -0.26 0.35 -1.01  -0.24
2 C 0.84 -0.33 -0.22  0.20
3 C 0.39 -0.11 1.51  -1.41
4 C -1.16 0.97 0.07  0.64
5 N 1.01 -1.68 -0.56  -0.54
6 O -2.33 0.25 0.12  -0.54
7 O 0.30 1.32 -1.87  -0.60
8 O -1.14 2.17 0.32  -0.61
9 H -2.52 -0.47 0.73  0.35
10 H 0.24 2.17 -1.39  0.37
11 H -0.84 -0.34 -1.63  0.51
12 H 1.79 0.21 -0.25  0.31
13 H 0.47 -1.97 -1.37  0.19
14 H 1.93 -2.06 -0.35  0.22
15 H -0.12 0.60 2.16  0.41
16 H 1.38 0.01 1.96  0.39
17 H 0.01 -1.09 1.78  0.34

Calculated values
SMILES: C[C@@H](N)[C@H](O)C(=O)O
Molar mass, u: 119.1
HOMO, eV: -9.207
Total energy, Eh: -438.203907
LUMO level, eV: 0.68

***

Record 6
ORCA calculation (the ωB97M-V functional and the def2-TZVPD basis) on C6H12FN in the gas phase in a non-equilibrium geometry.

Last column: Mulliken charge in e.
CARTESIAN COORDINATES (ANGSTROEM)
1 C 0.97 -1.55 -0.74  -1.03
2 C 1.28 -0.10 1.28  -0.65
3 C 0.00 0.72 1.57  -0.72
4 C -0.45 0.39 0.06  0.95
5 C -0.08 1.39 -1.07  -1.38
6 C -1.90 -0.18 -0.23  -0.62
7 H 1.76 -2.09 -0.28  0.38
8 H 0.17 -2.24 -1.08  0.28
9 H 1.54 -1.29 -1.65  0.37
10 H 1.71 -0.70 2.10  0.33
11 H 2.02 0.57 0.81  0.28
12 H 0.09 1.85 1.74  0.31
13 H -0.76 0.22 2.21  0.29
14 H 0.47 0.82 -1.89  0.26
15 H 0.55 2.26 -0.79  0.35
16 H -0.96 1.89 -1.63  0.34
17 H -2.71 0.59 -0.29  0.36
18 H -1.89 -0.84 -1.20  0.26
19 N 0.48 -0.72 0.24  -0.03
20 F -2.29 -1.00 0.79  -0.31

Calculated values
SMILES: CN1CC[C@]1(C)CF
Molar mass, u: 117.2
HOMO, eV: -8.298
Total energy, Eh: -390.351559
LUMO level, eV: 0.98

***

Gap between HOMO and LUMO for every record listed, in sequence, given in hartree: 0.1525, 0.2895, 0.3224, 0.4636, 0.3632, 0.3411.